(1)
{
  "formula": "C29H30FInN4O9S3",
  "method": "the ωB97M-V functional and the def2-TZVPD basis",
  "homo_ev": -8.6,
  "e_lumo_ev": 0.0671,
  "homo_lumo_gap_ev": 8.7,
  "elements": ["In", "C", "C", "C", "C", "C", "C", "C", "S", "O", "O", "N", "C", "C", "O", "O", "H", "H", "H", "H", "H", "H", "H", "H", "H", "N", "S", "C", "C", "C", "C", "C", "C", "C", "C", "C", "C", "C", "C", "H", "H", "H", "H", "H", "H", "H", "H", "H", "H", "H", "C", "S", "C", "O", "H", "H", "H", "H", "H", "H", "F", "C", "C", "N", "C", "C", "O", "O", "C", "O", "N", "C", "O", "H", "H", "H", "H"],
  "positions_angstrom": [[1.02, 0.01, -0.41], [-1.70, 3.54, -7.17], [-1.65, 2.58, -6.01], [-1.60, 1.20, -6.23], [-1.53, 0.31, -5.17], [-1.50, 0.80, -3.86], [-1.57, 2.16, -3.63], [-1.64, 3.04, -4.70], [-1.41, -0.36, -2.52], [-0.36, -1.29, -2.91], [-2.74, -0.90, -2.36], [-0.92, 0.45, -1.26], [-1.89, 0.88, -0.26], [-1.42, 0.62, 1.18], [-2.19, 0.89, 2.09], [-0.22, 0.16, 1.33], [-2.15, 3.07, -8.05], [-0.70, 3.86, -7.45], [-2.28, 4.43, -6.92], [-1.62, 0.82, -7.24], [-1.48, -0.75, -5.34], [-1.54, 2.53, -2.61], [-1.70, 4.11, -4.51], [-2.84, 0.36, -0.38], [-2.09, 1.96, -0.32], [1.37, -2.09, -0.69], [1.07, -3.00, 0.62], [1.22, -4.68, 0.00], [2.17, -4.93, -0.98], [2.34, -6.23, -1.43], [1.57, -7.26, -0.90], [0.63, -6.99, 0.08], [0.44, -5.69, 0.54], [-0.65, -2.92, 1.04], [-1.62, -2.89, 0.04], [-2.93, -2.65, 0.41], [-3.26, -2.47, 1.75], [-2.28, -2.51, 2.73], [-0.96, -2.72, 2.38], [0.81, -2.39, -1.49], [2.76, -4.12, -1.38], [3.07, -6.44, -2.20], [1.70, -8.27, -1.26], [0.02, -7.79, 0.49], [-0.30, -5.48, 1.30], [-1.36, -2.99, -1.00], [-3.69, -2.58, -0.36], [-4.29, -2.26, 2.02], [-2.53, -2.31, 3.76], [-0.18, -2.70, 3.13], [3.44, 2.79, -2.54], [1.85, 2.02, -2.79], [1.90, 1.84, -4.56], [2.04, 0.59, -2.29], [4.21, 2.15, -2.95], [3.55, 2.90, -1.46], [3.43, 3.77, -3.02], [1.91, 2.83, -5.02], [1.00, 1.30, -4.85], [2.79, 1.27, -4.83], [1.76, -1.76, 5.10], [1.40, -0.56, 4.61], [2.29, 0.24, 4.02], [1.94, 1.48, 3.54], [2.78, 2.10, 2.52], [2.44, 1.40, 1.21], [2.60, 0.15, 1.16], [1.85, 2.01, 0.28], [0.61, 1.91, 3.58], [0.26, 2.95, 3.06], [-0.27, 1.07, 4.24], [-0.01, -0.20, 4.70], [-0.88, -0.94, 5.12], [3.32, -0.06, 3.90], [3.82, 1.93, 2.78], [2.55, 3.16, 2.46], [-1.24, 1.25, 3.98]],
  "lowdin_charge": [0.779, -0.048, -0.276, -0.039, -0.057, -0.284, -0.067, -0.038, 0.563, -0.338, -0.289, -0.250, -0.150, -0.590, 0.049, -0.078, 0.078, 0.081, 0.079, 0.115, 0.121, 0.107, 0.117, 0.115, 0.125, -0.326, 1.120, -0.370, -0.076, -0.070, -0.075, -0.067, -0.065, -0.427, -0.069, -0.055, -0.046, -0.050, -0.077, 0.009, 0.107, 0.108, 0.106, 0.109, 0.113, 0.110, 0.111, 0.113, 0.107, 0.109, -0.224, 0.914, -0.214, -0.537, 0.070, 0.048, 0.066, 0.069, 0.041, 0.071, 0.080, -0.186, 0.034, 0.015, -0.024, -0.595, -0.016, -0.024, -0.466, 0.112, 0.226, -0.395, 0.093, 0.150, 0.138, 0.133, 0.150]
}

---

(2)
{
  "formula": "C29H30MnN6O5S2",
  "method": "the ωB97M-V functional and the def2-TZVPD basis",
  "multiplicity": 2,
  "homo_ev": [-7.9, -7.2],
  "e_lumo_ev": [0.0010, -0.0070],
  "s_squared": 1.196,
  "homo_lumo_gap_ev": [7.9, 7.2],
  "elements": ["Mn", "O", "C", "N", "C", "O", "C", "C", "C", "C", "C", "N", "C", "C", "C", "C", "C", "N", "H", "H", "H", "H", "H", "H", "H", "H", "N", "C", "C", "O", "O", "H", "H", "H", "H", "N", "C", "N", "S", "H", "H", "H", "H", "O", "S", "C", "C", "C", "C", "C", "C", "C", "C", "C", "C", "C", "C", "C", "C", "H", "H", "H", "H", "H", "H", "H", "H", "H", "H", "H", "H", "H", "H"],
  "positions_angstrom": [[0.06, 0.22, -0.44], [-3.97, 1.04, 0.15], [-2.77, 1.02, -0.03], [-1.93, -0.06, -0.13], [-2.41, -1.33, -0.26], [-3.50, -1.72, -0.62], [-1.32, -2.33, 0.08], [-1.61, -3.65, 0.37], [-0.55, -4.50, 0.64], [0.75, -4.01, 0.58], [0.94, -2.68, 0.27], [-0.08, -1.85, 0.05], [-1.97, 2.31, -0.03], [-2.58, 3.54, -0.21], [-1.78, 4.67, -0.21], [-0.41, 4.53, 0.00], [0.11, 3.26, 0.19], [-0.66, 2.17, 0.18], [-2.64, -3.97, 0.38], [-0.73, -5.54, 0.88], [1.60, -4.65, 0.76], [1.93, -2.25, 0.22], [-3.65, 3.57, -0.36], [-2.21, 5.65, -0.37], [0.25, 5.39, 0.01], [1.16, 3.11, 0.37], [1.88, 0.07, -1.39], [2.00, 1.17, -2.36], [0.62, 1.39, -2.99], [0.50, 1.99, -4.04], [-0.35, 0.90, -2.27], [2.73, -0.06, -0.86], [1.71, -0.80, -1.92], [2.73, 1.00, -3.15], [2.28, 2.08, -1.82], [-1.59, -1.48, -3.22], [-0.97, -2.66, -3.25], [-1.76, -3.75, -3.23], [0.72, -2.83, -3.31], [-2.59, -1.44, -3.07], [-1.07, -0.61, -3.13], [-2.76, -3.67, -3.09], [-1.32, -4.65, -3.25], [1.44, 0.27, 1.29], [1.52, 0.06, 2.79], [3.06, 0.91, 3.25], [3.22, 2.26, 2.62], [2.89, 3.42, 3.30], [3.02, 4.66, 2.70], [3.49, 4.75, 1.40], [3.83, 3.60, 0.70], [3.69, 2.36, 1.31], [0.31, 1.19, 3.53], [-0.94, 0.46, 3.93], [-1.82, 0.02, 2.95], [-2.97, -0.67, 3.29], [-3.24, -0.94, 4.63], [-2.36, -0.51, 5.61], [-1.21, 0.18, 5.26], [3.84, 0.23, 2.91], [3.07, 0.94, 4.34], [2.54, 3.36, 4.33], [2.76, 5.56, 3.24], [3.61, 5.72, 0.93], [4.21, 3.66, -0.31], [3.95, 1.46, 0.77], [0.12, 1.93, 2.75], [0.77, 1.68, 4.38], [-1.61, 0.24, 1.91], [-3.66, -0.98, 2.52], [-4.14, -1.48, 4.90], [-2.57, -0.72, 6.65], [-0.53, 0.52, 6.04]],
  "mulliken_spin": [1.035, -0.004, 0.010, -0.005, -0.007, 0.002, 0.007, -0.002, 0.001, 0.001, 0.005, -0.014, 0.002, 0.005, -0.006, 0.004, 0.015, 0.001, 0.000, 0.000, 0.000, 0.000, 0.000, 0.000, 0.000, -0.004, 0.010, 0.000, 0.005, 0.005, -0.012, 0.003, -0.003, -0.001, 0.000, 0.002, 0.003, 0.000, -0.001, 0.001, -0.004, 0.000, 0.000, -0.024, 0.011, -0.001, 0.001, 0.000, 0.000, 0.000, 0.000, 0.001, -0.002, 0.003, -0.027, -0.001, 0.000, 0.000, 0.000, 0.000, 0.001, 0.000, 0.000, 0.000, 0.000, 0.000, -0.002, 0.001, -0.012, 0.000, 0.000, 0.000, 0.000]
}

---

(3)
{
  "formula": "C29H30N",
  "method": "the ωB97M-V functional and the def2-TZVPD basis",
  "homo_ev": -9.5,
  "e_lumo_ev": -5.8950,
  "homo_lumo_gap_ev": 3.6,
  "charge": 1,
  "elements": ["C", "C", "C", "N", "C", "C", "C", "C", "C", "C", "C", "H", "H", "H", "H", "H", "H", "H", "H", "H", "H", "H", "H", "H", "H", "H", "H", "H", "C", "C", "C", "C", "C", "C", "C", "C", "C", "C", "C", "C", "C", "C", "C", "C", "C", "C", "C", "H", "H", "H", "H", "H", "H", "H", "H", "H", "H", "H", "H", "H"],
  "positions_angstrom": [[2.51, 2.92, -3.57], [2.62, 2.20, -2.21], [2.00, 0.80, -2.28], [0.63, 0.81, -2.85], [-0.23, -0.28, -2.58], [0.09, -1.39, -1.88], [-1.03, -2.39, -1.88], [-2.24, -1.66, -2.49], [-1.64, -0.39, -3.11], [0.42, 1.60, -4.09], [1.04, 3.00, -4.01], [2.96, 3.92, -3.52], [3.08, 2.36, -4.32], [3.67, 2.16, -1.89], [2.09, 2.79, -1.45], [2.63, 0.14, -2.89], [1.97, 0.36, -1.28], [1.05, -1.56, -1.43], [-0.74, -3.26, -2.49], [-1.23, -2.76, -0.86], [-2.79, -2.28, -3.21], [-2.97, -1.40, -1.70], [-2.23, 0.51, -2.86], [-1.63, -0.45, -4.21], [0.85, 1.04, -4.93], [-0.65, 1.66, -4.29], [0.47, 3.60, -3.29], [0.96, 3.52, -4.98], [-0.44, -0.65, 2.13], [-1.42, -1.71, 2.13], [-2.61, -1.65, 1.38], [-3.58, -2.61, 1.52], [-3.40, -3.65, 2.41], [-2.24, -3.74, 3.16], [-1.26, -2.79, 3.01], [0.94, -0.81, 2.52], [1.48, 0.45, 2.86], [2.79, 0.54, 3.32], [3.56, -0.61, 3.38], [3.04, -1.84, 3.00], [1.73, -1.96, 2.59], [0.45, 1.45, 2.61], [-0.70, 0.77, 2.13], [-1.86, 1.51, 1.83], [-1.84, 2.87, 2.00], [-0.72, 3.53, 2.48], [0.43, 2.83, 2.79], [-2.74, -0.85, 0.68], [-4.48, -2.55, 0.93], [-4.18, -4.39, 2.54], [-2.12, -4.54, 3.88], [-0.38, -2.84, 3.63], [3.20, 1.49, 3.60], [4.58, -0.55, 3.71], [3.67, -2.71, 3.02], [1.34, -2.91, 2.28], [-2.75, 1.01, 1.49], [-2.72, 3.44, 1.75], [-0.75, 4.60, 2.61], [1.30, 3.33, 3.18]],
  "nbo_charge": [-0.399, -0.404, -0.208, -0.440, 0.232, -0.336, -0.419, -0.388, -0.451, -0.207, -0.407, 0.217, 0.200, 0.216, 0.195, 0.181, 0.199, 0.206, 0.207, 0.187, 0.221, 0.187, 0.212, 0.219, 0.176, 0.209, 0.198, 0.222, 0.323, -0.078, -0.154, -0.202, -0.117, -0.219, -0.138, -0.092, -0.013, -0.184, -0.113, -0.221, -0.127, 0.098, -0.184, -0.087, -0.220, -0.110, -0.214, 0.224, 0.236, 0.234, 0.238, 0.225, 0.231, 0.236, 0.237, 0.234, 0.224, 0.236, 0.236, 0.232]
}

---

DFT total energy
In order: -95347.36548 -102731.79151 -32043.10616
Unit: eV
F_max
In order: 0.45 0.55 1.44
Unit: eV/A
ΔE to the lowest compared entry with this formula, charge and spin
In order: 0.00 31.78 138.85
Unit: kJ/mol